ORCA calculation (ωB97M-V/def2-TZVPD) on a structure of composition C25H21Cl2F6N2O7PPdS2.

Properties
Spin multiplicity: 3
Orbital gap (alpha / beta) (eV): 6.21 / 6.74
HOMO (alpha / beta) (eV): -1.651 / -2.189
Net charge: -2
Energy (a.u.): -4386.70481

Geometry as XYZ:
```
67
C25H21Cl2F6N2O7PPdS2 (ωB97M-V/def2-TZVPD)
Pd -0.20 0.06 0.78
O 4.37 1.76 -0.57
C 3.16 1.52 -0.68
O 2.58 0.66 -1.38
C 2.22 2.44 0.15
P 0.46 2.11 -0.17
C 0.15 2.80 -1.85
C -1.17 2.93 -2.30
C -1.44 3.45 -3.56
C -0.40 3.83 -4.40
C 0.91 3.69 -3.96
C 1.18 3.18 -2.70
C -0.40 3.41 0.82
C 0.25 4.48 1.42
C -0.46 5.42 2.15
C -1.84 5.31 2.30
C -2.50 4.23 1.71
C -1.78 3.29 0.99
H 2.48 3.48 -0.04
H 2.37 2.24 1.22
H -1.99 2.61 -1.68
H -2.47 3.53 -3.90
H -0.61 4.23 -5.39
H 1.73 3.98 -4.61
H 2.21 3.05 -2.40
H 1.32 4.58 1.33
H 0.07 6.24 2.62
H -2.39 6.04 2.88
H -3.57 4.12 1.84
H -2.30 2.43 0.58
F -1.49 -0.01 -3.12
C -2.79 -0.26 -3.26
F -2.94 -1.43 -3.92
F -3.35 0.72 -4.00
S -3.68 -0.33 -1.63
O -3.26 0.87 -0.96
O -5.05 -0.45 -2.03
N -3.23 -1.65 -0.92
S -1.89 -2.20 -0.38
O -0.68 -1.63 -0.94
O -1.91 -2.44 1.03
C -1.95 -3.89 -1.12
F -1.99 -3.84 -2.46
F -0.86 -4.59 -0.76
F -3.04 -4.57 -0.70
C 3.33 -1.73 0.50
C 2.25 -2.64 0.99
C 2.14 -4.00 0.33
O 1.46 -2.32 1.86
H 4.12 -2.27 -0.02
H 3.74 -1.16 1.33
H 2.89 -1.02 -0.21
H 3.08 -4.55 0.45
H 1.99 -3.86 -0.74
H 1.31 -4.57 0.75
Cl -2.60 0.58 2.89
C -1.39 0.06 4.04
C -1.81 -0.48 5.24
C -0.88 -0.93 6.16
C 0.48 -0.82 5.86
C 0.88 -0.25 4.68
Cl 2.58 -0.11 4.35
C -0.02 0.22 3.68
N 0.40 0.81 2.57
H -2.87 -0.56 5.43
H -1.20 -1.37 7.10
H 1.23 -1.17 6.56
```

Mulliken atomic charge list, values in e, 4 entries: 0.805, -0.843, 0.201, -0.701

***

ORCA calculation (ωB97M-V/def2-TZVPD) on a structure of composition C25H21CsF2N9O4 in a non-equilibrium geometry.

Properties
Orbital gap (eV): 5.66
HOMO (eV): -3.815
Net charge: -1
Energy (a.u.): -1978.83290

Geometry as XYZ:
```
62
C25H21CsF2N9O4 (ωB97M-V/def2-TZVPD)
Cs 0.65 -0.51 0.45
O -4.22 0.28 0.13
C -4.31 -1.06 0.17
C -5.42 -1.61 0.81
C -5.59 -2.98 0.86
C -4.65 -3.83 0.28
C -3.54 -3.29 -0.35
C -3.34 -1.91 -0.41
C -2.12 -1.33 -1.08
O -2.01 -0.06 -1.12
N -1.26 -2.23 -1.54
N -0.21 -1.72 -2.23
C 0.66 -2.59 -2.58
C 1.85 -2.22 -3.36
C 2.80 -3.21 -3.64
C 3.94 -2.88 -4.36
C 4.10 -1.57 -4.80
C 3.09 -0.66 -4.49
N 2.00 -0.97 -3.80
H -3.40 0.47 -0.39
H -6.14 -0.94 1.26
H -6.46 -3.39 1.36
H -4.79 -4.91 0.32
H -2.79 -3.92 -0.80
H 0.53 -3.63 -2.30
H 2.64 -4.22 -3.28
H 4.68 -3.63 -4.58
H 4.97 -1.26 -5.36
H 3.17 0.37 -4.83
F 2.91 -2.18 5.78
C 2.26 -1.16 5.16
C 1.39 -1.42 4.12
C 0.69 -0.39 3.45
C 0.95 0.91 3.93
C 1.85 1.14 4.96
F 2.13 2.41 5.38
C 2.54 0.12 5.60
C 0.21 2.08 3.36
C -0.44 2.99 4.21
C -1.12 4.06 3.67
C -1.15 4.22 2.29
C -0.51 3.27 1.52
N 0.15 2.23 2.03
H 1.25 -2.46 3.84
H 3.25 0.32 6.39
H -0.40 2.83 5.28
H -1.63 4.77 4.32
H -1.68 5.05 1.83
H -0.53 3.34 0.44
N -0.55 0.96 -3.46
N -0.09 2.23 -3.08
C 0.88 2.45 -2.19
N 1.27 3.72 -1.99
N 1.37 1.36 -1.58
N 2.49 1.44 -0.84
O 2.85 0.39 -0.33
O 3.12 2.50 -0.67
H -1.07 0.58 -2.67
H 0.27 0.35 -3.54
H -0.55 3.01 -3.50
H 0.96 4.44 -2.61
H 2.10 3.83 -1.42
```

Mulliken atomic charge list, values in e, 4 entries: 1.411, -0.709, 0.368, -0.708

***

ORCA calculation (ωB97M-V/def2-TZVPD) on a cluster of 2 separate species, C25H21F4N2 in total in a non-equilibrium geometry.

Properties
Orbital gap (eV): 3.18
HOMO (eV): -9.386
Net charge: +1
Energy (a.u.): -1473.92653

Geometry as XYZ:
```
52
C25H21F4N2 (ωB97M-V/def2-TZVPD)
C 1.05 -2.65 2.43
N 1.52 -1.29 2.42
C 0.68 -0.20 2.43
C -0.70 -0.20 2.46
N 1.52 0.90 2.41
C 1.06 2.26 2.43
C 2.85 0.50 2.41
C 2.85 -0.90 2.41
C 4.03 -1.64 2.44
C 5.23 -0.91 2.46
C 5.23 0.51 2.46
C 4.04 1.24 2.44
H 1.93 -3.31 2.39
H 0.49 -2.87 3.35
H 0.40 -2.86 1.57
H -1.20 0.76 2.50
H -1.21 -1.15 2.52
H 1.93 2.91 2.38
H 0.41 2.46 1.56
H 0.49 2.48 3.34
H 3.99 -2.73 2.44
H 6.19 -1.43 2.47
H 6.19 1.03 2.47
H 3.99 2.33 2.44
F -6.58 0.73 -1.42
C -5.72 -0.17 -0.81
C -6.25 -1.06 0.12
C -5.34 -1.94 0.71
F -5.82 -2.84 1.64
C -3.99 -1.95 0.42
C -3.47 -1.03 -0.53
C -2.08 -1.01 -0.85
C -1.54 -0.21 -1.84
C -0.20 -0.15 -2.19
C 0.31 0.74 -3.18
C 1.69 0.70 -3.54
C 2.17 1.59 -4.49
F 3.50 1.54 -4.82
C 1.36 2.53 -5.14
C 0.02 2.54 -4.79
F -0.82 3.45 -5.40
C -0.53 1.68 -3.84
C -4.38 -0.12 -1.15
H -7.30 -1.06 0.37
H -3.31 -2.66 0.89
H -1.41 -1.68 -0.29
H -2.23 0.41 -2.41
H 0.50 -0.81 -1.68
H 2.34 -0.02 -3.05
H 1.76 3.21 -5.88
H -1.59 1.75 -3.61
H -4.04 0.60 -1.88
```

Mulliken atomic charge list, values in e, 4 entries: -0.892, 0.235, 0.543, -1.675

***

ORCA calculation (ωB97M-V/def2-TZVPD) on a cluster of 3 separate species, C25H21F7NO3 in total in a non-equilibrium geometry.

Properties
Orbital gap (eV): 6.85
HOMO (eV): -4.389
Net charge: -1
Energy (a.u.): -1944.60576

Geometry as XYZ:
```
57
C25H21F7NO3 (ωB97M-V/def2-TZVPD)
O 3.26 -2.90 -0.59
C 2.37 -2.04 -0.49
O 1.40 -2.16 0.36
C 2.43 -0.69 -1.38
N 3.84 -0.45 -1.65
C 4.17 0.86 -2.17
C 3.72 2.04 -1.04
C 5.01 2.64 -0.16
O 3.85 1.65 0.35
C 1.52 -0.97 -2.63
F 1.54 -2.37 -2.84
F 1.98 -0.42 -3.84
C 0.02 -0.59 -2.48
C -0.93 -1.31 -3.36
C -2.37 -1.00 -3.26
C -2.90 -0.01 -2.33
C -1.97 0.72 -1.48
C -2.42 1.81 -0.45
F -1.50 1.84 0.58
F -2.48 3.07 -1.00
F -3.61 1.42 0.13
C -0.54 0.41 -1.59
H 1.91 0.07 -0.74
H 4.34 -0.56 -0.76
H 3.68 1.16 -3.13
H 5.28 0.99 -2.13
H 2.89 2.79 -1.34
H 5.05 2.94 0.92
H 4.61 3.70 -0.46
H -0.59 -2.07 -4.10
H -3.12 -1.54 -3.90
H -4.00 0.20 -2.23
H 0.15 0.99 -0.92
F 2.85 3.52 2.94
C 3.11 2.63 3.92
C 2.99 3.02 5.24
C 3.25 2.10 6.25
C 3.64 0.80 5.92
C 3.75 0.42 4.59
C 3.48 1.34 3.58
H 2.70 4.04 5.47
H 3.16 2.39 7.29
H 3.84 0.09 6.71
H 4.05 -0.59 4.34
H 3.56 1.06 2.54
F -4.20 -3.65 -1.81
C -5.30 -3.12 -1.27
C -6.50 -3.80 -1.36
C -7.64 -3.25 -0.80
C -7.58 -2.02 -0.15
C -6.37 -1.35 -0.07
C -5.22 -1.90 -0.62
H -6.53 -4.76 -1.88
H -8.59 -3.78 -0.87
H -8.47 -1.59 0.28
H -6.32 -0.39 0.43
H -4.27 -1.39 -0.55
```

Mulliken atomic charge list, values in e, 4 entries: -0.729, 0.293, -0.776, 0.299

***

ORCA calculation (ωB97M-V/def2-TZVPD) on an isolated molecule of C25H21N3O2 in a non-equilibrium geometry.

Properties
Orbital gap (eV): 7.80
HOMO (eV): -7.901
Net charge: 0
Energy (a.u.): -1279.99239
SMILES: Cc1ccc(-c2cc(C(=O)N/N=C/C=C/c3ccco3)c3ccccc3n2)cc1C

Geometry as XYZ:
```
51
C25H21N3O2 (ωB97M-V/def2-TZVPD)
C -5.65 -1.81 -4.19
C -4.29 -1.50 -3.65
C -3.51 -0.51 -4.22
C -2.26 -0.20 -3.73
C -1.74 -0.91 -2.65
C -2.52 -1.92 -2.08
C -3.78 -2.22 -2.56
C -4.58 -3.31 -1.92
H -4.83 -4.09 -2.65
H -5.52 -2.92 -1.53
H -4.03 -3.77 -1.10
H -2.10 -2.47 -1.25
C -0.41 -0.63 -2.10
N 0.18 -1.62 -1.46
C 1.41 -1.44 -0.95
C 2.03 -2.53 -0.30
C 3.29 -2.40 0.20
C 4.00 -1.20 0.06
C 3.43 -0.12 -0.56
C 2.12 -0.21 -1.06
C 1.43 0.86 -1.70
C 0.19 0.64 -2.23
H -0.34 1.45 -2.71
C 2.02 2.23 -1.80
O 2.26 2.80 -2.84
N 2.26 2.84 -0.59
N 1.97 2.26 0.58
C 2.20 2.88 1.67
C 1.91 2.27 2.92
C 2.13 2.87 4.10
C 1.85 2.27 5.37
C 2.04 2.78 6.64
C 1.59 1.78 7.53
C 1.18 0.74 6.75
O 1.33 1.03 5.45
H 0.77 -0.22 7.00
H 1.59 1.82 8.60
H 2.43 3.74 6.90
H 2.55 3.86 4.14
H 1.49 1.27 2.88
H 2.64 3.89 1.67
H 2.65 3.79 -0.62
H 3.98 0.80 -0.68
H 5.01 -1.13 0.45
H 3.77 -3.24 0.70
H 1.48 -3.45 -0.23
H -1.67 0.56 -4.22
H -3.90 0.04 -5.07
H -6.41 -1.67 -3.42
H -5.71 -2.84 -4.53
H -5.89 -1.15 -5.02
```

Mulliken atomic charge list, values in e, 4 entries: -1.541, 1.313, -0.933, -1.254

***

ORCA calculation (ωB97M-V/def2-TZVPD) on a structure of composition C25H22AsClN3O8SW.

Properties
Spin multiplicity: 3
Orbital gap (alpha / beta) (eV): 6.49 / 6.38
HOMO (alpha / beta) (eV): -10.124 / -10.774
Net charge: +1
Energy (a.u.): -4893.05012

Geometry as XYZ:
```
62
C25H22AsClN3O8SW (ωB97M-V/def2-TZVPD)
W -0.37 0.11 -0.36
Cl 2.04 -4.46 -5.44
C 1.16 -3.47 -4.32
C -0.03 -2.88 -4.71
C -0.75 -2.10 -3.83
C -0.27 -1.89 -2.54
O -0.99 -1.15 -1.68
C 0.94 -2.48 -2.14
C 1.49 -2.30 -0.82
N 1.05 -1.47 0.08
C 1.64 -1.45 1.39
C 2.39 -2.46 1.95
C 2.86 -2.31 3.25
C 2.52 -1.18 3.98
C 1.71 -0.16 3.46
C 1.20 0.85 4.38
C 0.17 1.68 4.23
C -0.60 1.85 2.97
N 0.61 0.59 1.35
C 1.33 -0.28 2.11
C 1.65 -3.28 -3.04
H -0.40 -3.04 -5.71
H -1.69 -1.65 -4.12
H 2.35 -2.92 -0.58
H 2.59 -3.38 1.42
H 3.46 -3.09 3.71
H 2.84 -1.10 5.01
H 1.69 0.85 5.35
H -0.13 2.30 5.06
H -1.12 2.81 2.94
H 2.57 -3.75 -2.74
O -2.53 3.35 0.86
As -2.86 2.22 -0.42
O -3.84 2.73 -1.59
O -1.22 1.81 -0.83
C -3.15 0.44 0.25
C -3.93 -0.40 -0.49
C -3.75 -1.80 -0.38
C -2.75 -2.33 0.39
C -1.96 -1.47 1.17
C -2.14 -0.08 1.14
S -1.98 0.64 2.84
O -1.63 -0.48 3.67
O -3.20 1.36 3.04
O 0.25 1.85 1.83
H -3.30 3.92 0.99
H -4.64 0.01 -1.19
H -4.40 -2.45 -0.95
H -2.60 -3.40 0.44
H -1.29 -1.88 1.92
C 1.83 4.08 -2.88
N 1.55 2.95 -1.99
C 1.65 3.13 -0.55
C 1.20 1.81 -2.52
O 0.92 0.75 -1.90
H 1.80 4.99 -2.29
H 1.07 4.15 -3.66
H 2.82 3.99 -3.33
H 2.32 3.97 -0.35
H 2.05 2.23 -0.09
H 0.67 3.34 -0.12
H 1.16 1.79 -3.61
```

Mulliken atomic charge list, values in e, 4 entries: 1.660, -0.198, 0.006, -0.549

***

ORCA calculation (ωB97M-V/def2-TZVPD) on a structure of composition C25H22F4N6O2PdSe.

Properties
Orbital gap (alpha / beta) (eV): 4.91 / 4.90
HOMO (alpha / beta) (eV): -0.556 / -0.553
Net charge: -2
Energy (a.u.): -4373.67586

Geometry as XYZ:
```
61
C25H22F4N6O2PdSe (ωB97M-V/def2-TZVPD)
Pd -0.51 -0.08 0.33
C 3.42 0.16 -2.59
C 2.37 0.23 -1.46
N 1.06 -0.34 -1.77
C 1.09 -1.78 -2.00
C 1.49 -2.59 -0.77
C 0.41 0.37 -2.87
C -1.11 0.35 -2.83
N -1.59 0.99 -1.62
C -2.89 1.19 -1.48
C -3.41 1.82 -0.29
F -2.54 2.20 0.66
C -4.74 2.05 -0.07
F -5.14 2.64 1.09
C -5.72 1.71 -0.99
C -5.26 1.13 -2.16
F -6.18 0.80 -3.10
C -3.94 0.90 -2.42
F -3.64 0.37 -3.64
H 4.24 0.83 -2.35
H 2.98 0.48 -3.54
H 3.82 -0.85 -2.71
H 2.22 1.26 -1.17
H 2.76 -0.29 -0.58
H 1.77 -2.03 -2.84
H 0.08 -2.08 -2.29
H 2.56 -2.57 -0.58
H 1.18 -3.64 -0.89
H 0.98 -2.18 0.11
H 0.73 -0.04 -3.84
H 0.72 1.42 -2.80
H -1.48 -0.68 -2.90
H -1.44 0.89 -3.73
H -6.77 1.89 -0.81
O 1.65 3.20 0.52
C 1.72 2.31 1.35
N 1.13 1.08 1.32
C 1.61 0.33 2.38
O 1.42 -0.85 2.60
C 2.50 1.19 3.23
C 3.19 0.94 4.40
C 3.95 1.98 4.94
C 4.01 3.22 4.32
C 3.32 3.45 3.13
C 2.56 2.43 2.61
H 3.15 -0.04 4.86
H 4.50 1.82 5.86
H 4.61 4.01 4.76
H 3.39 4.40 2.62
Se -2.01 -4.45 -1.98
N -1.51 -4.86 -0.30
C -1.59 -3.75 0.40
C -1.25 -3.61 1.77
C -1.34 -2.37 2.33
C -1.81 -1.25 1.59
N -2.18 -1.33 0.28
C -2.02 -2.54 -0.33
N -2.30 -2.72 -1.61
H -0.94 -4.48 2.34
H -1.09 -2.23 3.37
H -2.22 -0.40 2.14
```

Mulliken atomic charge list, values in e, 4 entries: 0.316, -1.577, -0.661, 1.757

***

ORCA calculation (ωB97M-V/def2-TZVPD) on an isolated molecule of C25H22N2O4.

Properties
Orbital gap (eV): 7.66
HOMO (eV): -8.141
Net charge: 0
Energy (a.u.): -1376.40957
SMILES: COc1ccc(CN2C(=O)c3ccccc3C2=O)cc1C(=O)Nc1ccc(C)cc1C

Geometry as XYZ:
```
53
C25H22N2O4 (ωB97M-V/def2-TZVPD)
C -3.99 -2.48 0.79
H -4.56 -3.01 1.55
O -2.71 -3.08 0.78
C -1.86 -2.60 -0.19
C -1.83 -3.21 -1.44
C -0.92 -2.81 -2.40
C 0.00 -1.80 -2.12
C -0.03 -1.19 -0.87
C -0.95 -1.57 0.10
C -1.00 -0.85 1.41
O -2.01 -0.32 1.83
N 0.22 -0.84 2.02
C 0.59 -0.26 3.24
C -0.34 0.29 4.11
C 0.07 0.84 5.31
C 1.41 0.85 5.67
C 2.33 0.30 4.79
C 1.96 -0.26 3.58
C 2.99 -0.84 2.66
H 3.98 -0.71 3.09
H 2.83 -1.90 2.50
H 2.98 -0.33 1.69
H 3.38 0.30 5.06
C 1.87 1.44 6.97
H 2.34 0.67 7.59
H 2.61 2.22 6.80
H 1.04 1.87 7.52
H -0.67 1.26 5.98
H -1.38 0.28 3.84
H 0.96 -1.31 1.53
H 0.66 -0.39 -0.66
C 0.98 -1.33 -3.15
N 0.61 -0.03 -3.67
C -0.27 0.14 -4.74
O -0.76 -0.76 -5.37
C -0.40 1.61 -4.90
C -1.13 2.35 -5.81
C -1.05 3.73 -5.72
C -0.28 4.35 -4.75
C 0.46 3.60 -3.84
C 0.39 2.23 -3.93
C 1.04 1.17 -3.12
O 1.79 1.26 -2.18
H 1.07 4.07 -3.08
H -0.24 5.43 -4.70
H -1.61 4.34 -6.41
H -1.73 1.86 -6.56
H 1.01 -2.03 -4.00
H 1.98 -1.23 -2.72
H -0.92 -3.27 -3.37
H -2.53 -4.00 -1.65
H -3.92 -1.42 1.06
H -4.49 -2.59 -0.18
```

Mulliken atomic charge list, values in e, 4 entries: -0.756, 0.271, -0.546, 0.561